{
  "formula": "C27H33CdN4O3PS",
  "method": "wB97M-V/def2-TZVPD",
  "energy_ha": -2400.70856,
  "lumo_energy_ha": -0.026,
  "gap_ev": 6.36,
  "homo_energy_ha": -0.259,
  "molar_mass_da": 637.039,
  "symbols": ["Cd", "C", "O", "C", "C", "C", "C", "C", "C", "N", "N", "C", "O", "C", "C", "C", "C", "C", "C", "C", "O", "H", "H", "H", "H", "H", "H", "H", "H", "H", "H", "H", "H", "N", "C", "S", "C", "C", "C", "N", "C", "C", "H", "H", "H", "H", "H", "H", "C", "C", "P", "C", "C", "C", "C", "H", "H", "H", "H", "H", "H", "H", "H", "H", "H", "H", "H", "H", "H", "H"],
  "xyz": [[-0.107767, -0.373201, 0.083478], [-4.968368, -0.911850, -1.333411], [-4.925235, -0.200830, -0.100350], [-4.270540, 1.007887, -0.177703], [-5.006558, 2.159597, -0.033941], [-4.393543, 3.414702, -0.067935], [-3.034646, 3.471755, -0.264932], [-2.243562, 2.315377, -0.391832], [-0.819419, 2.578360, -0.612983], [0.111692, 1.707445, -0.595986], [1.406135, 2.155251, -0.824743], [2.275431, 1.175443, -0.760069], [2.056104, -0.072605, -0.518445], [3.702675, 1.561713, -1.007478], [4.637137, 0.566047, -1.267886], [5.965884, 0.892063, -1.505247], [6.371193, 2.218732, -1.471963], [5.441594, 3.216644, -1.204834], [4.113554, 2.891812, -0.977148], [-2.850987, 1.024757, -0.321017], [-2.223755, -0.119227, -0.370684], [-5.439905, -1.871109, -1.126986], [-5.573983, -0.364915, -2.062544], [-3.967479, -1.068995, -1.732179], [-6.077205, 2.061370, 0.100122], [-4.978421, 4.317632, 0.039881], [-2.538160, 4.434394, -0.321793], [-0.530141, 3.614714, -0.799046], [4.307717, -0.463672, -1.279886], [6.684992, 0.110133, -1.714654], [7.407429, 2.475461, -1.652304], [5.754499, 4.252772, -1.174720], [3.377706, 3.658729, -0.777815], [-0.872812, 1.810360, 7.010038], [-0.281115, 0.669606, 6.625808], [0.257671, -0.478204, 7.665884], [-0.178680, 0.518253, 5.137612], [-1.210921, 0.939163, 4.310441], [-1.101286, 0.741617, 2.943921], [-0.030776, 0.172169, 2.393416], [0.971452, -0.217838, 3.186968], [0.935657, -0.073049, 4.559533], [-0.978676, 1.988877, 7.995328], [-1.076062, 2.546522, 6.356253], [-2.113773, 1.380705, 4.710278], [-1.893835, 1.041431, 2.266845], [1.833553, -0.647416, 2.690454], [1.755622, -0.411086, 5.177770], [-2.093051, -3.919417, -1.093749], [-0.931467, -4.227312, -0.148186], [0.332324, -2.923411, -0.208501], [1.087431, -3.021206, -1.869003], [1.663223, -4.354568, -2.338906], [1.625000, -3.422909, 0.990856], [1.968114, -4.907236, 1.111180], [-2.885304, -4.659896, -0.984605], [-1.770127, -3.933022, -2.136155], [-2.515816, -2.934374, -0.886968], [-0.471508, -5.191479, -0.371732], [-1.287893, -4.272349, 0.884452], [1.844108, -2.231453, -1.871596], [0.308682, -2.677116, -2.555193], [2.616693, -4.569698, -1.858226], [1.843576, -4.327354, -3.414037], [0.991596, -5.192386, -2.145043], [1.287503, -3.050490, 1.961926], [2.502972, -2.825078, 0.727372], [1.112114, -5.485235, 1.461383], [2.772348, -5.050612, 1.833832], [2.294394, -5.335194, 0.165984]],
  "forces_ev_per_angstrom": [[-0.1, -0.6, 0.0], [-0.1, 0.1, 0.1], [0.0, -0.1, 0.0], [0.0, 0.0, 0.0], [0.0, 0.0, 0.0], [0.0, 0.0, 0.0], [0.0, 0.0, 0.0], [0.2, 0.1, -0.1], [-0.2, 0.0, 0.0], [0.3, 0.1, -0.1], [-0.3, -0.1, 0.1], [0.2, -0.2, 0.0], [-0.1, 0.3, 0.0], [-0.1, 0.0, 0.0], [0.1, 0.0, 0.0], [-0.1, 0.0, 0.0], [0.0, 0.0, 0.0], [0.0, 0.0, 0.0], [0.0, 0.0, 0.0], [0.1, -0.1, 0.0], [-0.1, 0.3, 0.0], [0.0, 0.0, 0.0], [0.0, 0.0, 0.0], [0.1, 0.0, 0.0], [0.0, 0.0, 0.0], [0.0, 0.0, 0.0], [0.0, 0.0, 0.0], [0.0, 0.0, 0.0], [0.0, 0.0, 0.0], [0.0, 0.0, 0.0], [0.0, 0.0, 0.0], [0.0, 0.0, 0.0], [0.0, 0.0, 0.0], [0.0, 0.0, 0.2], [0.0, 0.1, -0.2], [0.0, 0.0, 0.0], [-0.1, -0.1, 0.2], [-0.1, 0.0, -0.1], [0.0, 0.0, 0.0], [0.0, -0.2, 0.0], [0.0, 0.1, 0.0], [0.1, 0.0, 0.0], [0.0, 0.0, 0.0], [0.0, 0.0, 0.0], [0.0, 0.0, 0.0], [0.0, 0.0, 0.0], [0.0, 0.0, 0.0], [0.0, 0.0, 0.0], [0.0, 0.0, 0.0], [-0.2, 0.0, 0.0], [0.3, 0.3, 0.0], [0.0, 0.0, -0.1], [0.0, 0.0, 0.0], [0.0, -0.1, 0.0], [0.0, 0.0, 0.0], [0.0, 0.0, 0.0], [0.0, 0.0, 0.0], [0.0, 0.0, 0.0], [0.0, 0.0, 0.0], [0.0, 0.0, 0.0], [0.0, 0.0, 0.0], [0.0, 0.0, 0.0], [0.0, 0.0, 0.0], [0.0, 0.0, 0.0], [0.0, 0.0, 0.0], [0.0, 0.0, 0.0], [0.0, 0.0, 0.0], [0.0, 0.0, 0.0], [0.0, 0.0, 0.0], [0.0, 0.0, 0.0]]
}

{
  "formula": "C5H7FOS",
  "method": "wB97M-V/def2-TZVPD",
  "energy_ha": -767.85434,
  "relative_energy_kj_mol": 356.7,
  "lumo_energy_ha": -0.009,
  "gap_ev": 8.76,
  "homo_energy_ha": -0.331,
  "molar_mass_da": 134.175,
  "symbols": ["C", "C", "C", "C", "C", "H", "H", "H", "H", "H", "H", "H", "O", "F", "S"],
  "xyz": [[2.250363, -0.748654, -0.975281], [1.514645, -0.586652, 0.187314], [1.877262, -0.163487, 1.422817], [-0.929480, -0.039232, 0.115658], [-0.619194, 1.383048, 0.020495], [3.203104, -0.106680, -0.937563], [2.324461, -1.920491, -1.160862], [1.541160, -0.284484, -1.826827], [2.976868, 0.037497, 1.812303], [1.092939, 0.146331, 2.127035], [-1.419174, 1.923676, -0.874698], [-1.060305, 2.071101, 1.127843], [0.134911, -0.816028, -0.118253], [0.597797, 1.691188, -0.460231], [-2.480006, -0.601847, 0.012178]],
  "forces_ev_per_angstrom": [[1.3, -0.8, -4.7], [-2.0, 2.1, 4.8], [1.0, 0.2, -0.1], [-0.3, -1.2, -1.3], [-5.0, 5.6, 0.1], [-1.2, -1.6, -0.2], [0.5, 2.5, -0.1], [2.0, -1.2, 1.6], [-2.5, -0.6, -1.4], [0.4, -0.5, -0.2], [2.1, -1.9, 2.9], [1.9, -2.2, -3.3], [-0.2, -1.0, 0.9], [0.7, 0.3, 0.5], [1.3, 0.2, 0.6]]
}

{
  "formula": "C23H15N4O13S2W",
  "method": "wB97M-V/def2-TZVPD",
  "energy_ha": -2945.72483,
  "relative_energy_kj_mol": 142.9,
  "lumo_energy_ha": -0.218,
  "gap_ev": 6.51,
  "homo_energy_ha": -0.457,
  "molar_mass_da": 803.362,
  "total_charge": 1,
  "symbols": ["W", "C", "C", "C", "C", "C", "C", "C", "S", "O", "O", "N", "C", "C", "C", "C", "C", "C", "C", "C", "N", "C", "H", "H", "H", "H", "H", "H", "H", "H", "H", "H", "H", "H", "H", "O", "C", "O", "C", "C", "C", "C", "C", "C", "O", "N", "O", "O", "N", "O", "O", "H", "H", "O", "S", "O", "O", "O"],
  "xyz": [[-0.468634, 0.063729, -0.394029], [4.365344, -0.411724, -7.018138], [3.239689, -0.498263, -6.034373], [3.448769, -0.201799, -4.684524], [2.410057, -0.258464, -3.778505], [1.150208, -0.631179, -4.239018], [0.902739, -0.921929, -5.573332], [1.957736, -0.853297, -6.462042], [-0.162606, -0.620515, -3.098249], [-0.209413, 0.709977, -2.425347], [-1.336636, -1.173734, -3.681300], [0.232488, -1.362308, -1.691922], [0.382026, -2.700429, -1.347860], [0.450600, -3.804995, -2.153992], [0.731917, -5.057589, -1.572880], [0.963101, -5.190684, -0.231179], [0.894909, -4.062104, 0.620230], [1.141051, -4.066682, 2.009957], [1.063386, -2.891752, 2.713484], [0.711437, -1.705822, 2.063842], [0.461101, -1.663707, 0.763863], [0.569431, -2.823734, 0.046023], [5.327740, -0.566447, -6.534071], [4.378685, 0.577434, -7.480893], [4.250408, -1.144517, -7.814964], [4.436173, 0.090539, -4.351665], [2.538388, -0.013900, -2.730474], [-0.097206, -1.185844, -5.891628], [1.787902, -1.065501, -7.509421], [0.290881, -3.713724, -3.220654], [0.784920, -5.923444, -2.217966], [1.206704, -6.156087, 0.191667], [1.393773, -4.994025, 2.508122], [1.261952, -2.861929, 3.774508], [0.618998, -0.770981, 2.598746], [-3.177195, -0.673874, 2.642328], [-2.875153, -0.358450, 1.535410], [-1.596769, -0.192633, 1.155756], [-3.850083, -0.097008, 0.438583], [-5.181622, 0.142679, 0.729574], [-6.057845, 0.414705, -0.295563], [-5.619337, 0.553625, -1.598893], [-4.287285, 0.357471, -1.883192], [-3.376999, -0.062518, -0.880085], [-2.125519, -0.507681, -1.162266], [-3.833835, 0.754796, -3.215063], [-4.548183, 0.520203, -4.160341], [-2.821567, 1.423413, -3.238475], [-7.486440, 0.627074, 0.001126], [-7.836644, 0.468780, 1.150371], [-8.198275, 0.937894, -0.930652], [-5.532214, 0.101513, 1.752035], [-6.311113, 0.838790, -2.379481], [-0.771881, 1.985637, -0.231881], [0.635383, 2.059269, 0.410191], [1.237514, 3.321186, 0.483729], [0.436761, 1.234306, 1.606054], [1.314717, 1.000845, -0.486115]],
  "forces_ev_per_angstrom": [[-0.8, -4.4, 1.5], [0.0, 0.0, 0.0], [-0.1, 0.0, 0.0], [0.0, 0.0, 0.0], [-0.1, 0.0, 0.0], [-0.1, 0.2, 0.5], [-0.2, -0.1, 0.0], [0.1, 0.0, 0.0], [0.2, -1.0, -0.8], [-0.6, 0.3, 0.0], [0.2, 0.1, -0.2], [-0.3, 1.1, 0.1], [0.2, -0.4, 0.3], [-0.1, 0.4, -0.1], [0.1, -0.1, 0.1], [0.0, -0.1, -0.1], [0.0, 0.3, 0.0], [0.0, 0.1, 0.0], [0.0, -0.1, 0.0], [-0.1, 0.4, 0.0], [-0.2, 0.2, -0.5], [0.2, 0.0, -0.4], [0.0, 0.0, 0.0], [0.0, 0.0, 0.0], [0.0, 0.0, 0.0], [0.0, 0.0, 0.0], [0.2, 0.0, 0.0], [0.0, 0.0, 0.0], [0.0, 0.0, 0.0], [0.0, 0.0, 0.0], [0.0, 0.0, 0.0], [0.0, 0.0, 0.0], [0.0, 0.0, 0.0], [0.0, 0.0, 0.0], [0.0, -0.1, 0.0], [0.2, 0.0, 0.2], [-0.9, -0.2, -0.5], [0.9, 0.3, -0.2], [0.7, 0.0, -0.4], [-0.3, -0.1, 0.2], [0.3, 0.0, 0.0], [-0.1, 0.0, -0.1], [0.5, -0.5, 0.6], [-1.0, 0.2, 0.0], [-0.5, 1.2, -0.3], [-0.1, 0.4, -0.2], [0.0, -0.3, 0.0], [0.3, -0.2, 0.0], [-0.2, 0.0, 0.0], [0.0, 0.0, -0.2], [0.1, -0.1, 0.2], [0.0, 0.0, 0.0], [0.0, 0.0, 0.0], [-0.5, 0.7, -0.8], [1.9, 1.2, 1.6], [-0.2, 0.1, -0.2], [-0.1, 0.1, 0.0], [0.3, 0.4, -0.5]]
}

{
  "formula": "C4H5NO2",
  "method": "wB97M-V/def2-TZVPD",
  "energy_ha": -360.58327,
  "relative_energy_kj_mol": 226.2,
  "lumo_energy_ha": [0.001, 0.001],
  "gap_ev": [7.74, 7.74],
  "homo_energy_ha": [-0.283, -0.283],
  "molar_mass_da": 99.089,
  "symbols": ["O", "C", "C", "O", "N", "C", "C", "H", "H", "H", "H", "H"],
  "xyz": [[0.866402, -1.571193, -0.920078], [0.415581, -1.884327, 0.336051], [-0.139430, -0.748639, 0.943494], [-0.720727, -0.548701, 2.007093], [0.071423, 0.268185, -0.045923], [-0.499406, 1.598572, 0.026935], [0.507014, -0.246266, -1.192107], [0.401721, -2.892203, 0.769597], [0.262782, 2.376429, 0.163614], [-1.215044, 1.591955, 0.849032], [-1.029500, 1.746060, -0.912490], [0.990424, 0.488225, -1.890644]],
  "forces_ev_per_angstrom": [[-0.8, 2.3, -1.2], [-0.2, 0.6, 0.4], [-0.1, -0.4, 0.3], [0.1, 0.2, 0.0], [-0.7, -0.4, -0.8], [-0.1, 0.1, -0.1], [2.0, -1.3, 1.9], [0.3, 0.5, -0.9], [-0.2, -0.3, 0.1], [0.2, 0.1, 0.0], [-0.1, 0.4, 0.1], [-0.4, -1.8, 0.1]]
}

{
  "formula": "C15H40N11O8",
  "method": "wB97M-V/def2-TZVPD",
  "energy_ha": -1800.02136,
  "lumo_energy_ha": 0.086,
  "gap_ev": 6.66,
  "homo_energy_ha": -0.159,
  "molar_mass_da": 502.554,
  "total_charge": -1,
  "symbols": ["C", "O", "C", "C", "C", "C", "C", "C", "C", "N", "C", "C", "O", "O", "H", "H", "H", "H", "H", "H", "H", "H", "H", "H", "H", "H", "H", "H", "H", "H", "H", "H", "H", "H", "C", "O", "N", "N", "H", "H", "H", "H", "C", "O", "N", "N", "H", "H", "H", "H", "C", "O", "N", "N", "H", "H", "H", "H", "C", "O", "N", "N", "H", "H", "H", "H", "C", "O", "N", "N", "H", "H", "H", "H"],
  "xyz": [[-1.984245, -1.589637, 1.787391], [-3.214684, -2.096348, 1.334869], [-4.251891, -1.582966, 2.125999], [-5.460100, -1.226765, 1.249388], [-5.115652, 0.123191, 0.504893], [-4.640542, -0.067580, -0.981930], [-3.070137, 0.154841, -1.060417], [-2.488638, -0.705783, -2.223162], [-1.554674, 0.047470, -3.217930], [-1.954009, 1.435372, -3.508567], [-1.102042, 2.420972, -2.768900], [-0.363651, 3.396622, -3.713578], [-0.870796, 4.470979, -4.030131], [0.757640, 3.056575, -4.210654], [-2.039800, -0.479348, 1.769904], [-1.212048, -1.954666, 1.102384], [-1.689305, -1.907321, 2.799559], [-4.534648, -2.321605, 2.903268], [-3.958224, -0.659315, 2.653083], [-5.710071, -2.033301, 0.552643], [-6.283168, -1.003939, 1.947225], [-6.029020, 0.740787, 0.481110], [-4.355472, 0.649655, 1.096834], [-5.162299, 0.645134, -1.632583], [-4.892214, -1.100819, -1.259991], [-2.922753, 1.229522, -1.183049], [-2.691678, -0.200246, -0.104883], [-1.870484, -1.505245, -1.775340], [-3.326855, -1.224955, -2.707500], [-1.620579, -0.506446, -4.174203], [-0.490286, -0.023456, -2.931808], [-1.712902, 1.572410, -4.485301], [-1.773080, 2.994855, -2.105514], [-0.408166, 1.904635, -2.087443], [0.175227, -4.942119, 1.440868], [-0.345715, -4.199678, 2.269608], [1.520212, -5.221806, 1.375977], [-0.577903, -5.580376, 0.489840], [1.914888, -5.846514, 0.699691], [2.141605, -4.771704, 2.031066], [-1.566876, -5.408438, 0.499009], [-0.196169, -6.195670, -0.201969], [4.836617, -3.460548, 1.801625], [3.837749, -3.739168, 2.462318], [4.796828, -3.235477, 0.461105], [6.074162, -3.362101, 2.361653], [5.603074, -3.010975, -0.092642], [3.901227, -3.304372, 0.012156], [6.144414, -3.523492, 3.348790], [6.901402, -3.134832, 1.843021], [-1.699354, 2.854928, 2.311694], [-2.071583, 1.889511, 1.673809], [-2.312853, 3.242482, 3.477854], [-0.667645, 3.622256, 1.932314], [-2.026902, 4.034037, 4.020273], [-3.090136, 2.691606, 3.790756], [-0.193528, 3.373495, 1.076835], [-0.352031, 4.420895, 2.446395], [5.173009, 0.309129, -0.213451], [6.217744, -0.238285, 0.125266], [5.113063, 1.207482, -1.222055], [3.980221, 0.056576, 0.394094], [4.261406, 1.662529, -1.515373], [5.970431, 1.419200, -1.696969], [3.982919, -0.607790, 1.146251], [3.113726, 0.493739, 0.131414], [3.189732, 4.091500, -1.107066], [2.660666, 3.170940, -0.492048], [2.832999, 4.456969, -2.346388], [4.214705, 4.822193, -0.558494], [3.281158, 5.204557, -2.840401], [2.073942, 3.953926, -2.819010], [4.512455, 4.574590, 0.368049], [4.671589, 5.577527, -1.031529]],
  "forces_ev_per_angstrom": [[0.9, 0.7, -0.2], [-0.1, 0.1, 0.3], [-1.2, -0.6, 0.2], [0.9, 1.5, 0.4], [-0.9, -0.6, -0.8], [1.0, 0.3, 1.4], [-1.6, -1.0, -0.7], [0.8, 0.5, 0.7], [-0.7, -0.7, -0.7], [1.2, -0.2, 0.0], [-0.9, 0.3, 0.7], [1.3, 0.1, -1.1], [-1.6, 0.9, 0.6], [0.4, -1.1, 1.0], [0.4, -0.6, 0.0], [-0.1, 0.2, 0.2], [-0.3, -0.2, -0.2], [0.1, 0.1, -0.2], [0.1, -0.3, -0.1], [-0.1, 0.1, 0.2], [0.0, -0.4, -0.3], [0.3, -0.1, 0.2], [-0.2, 0.1, -0.3], [0.1, -0.3, 0.0], [0.1, 0.3, -0.2], [0.3, -0.2, 0.0], [0.2, 0.4, -0.2], [-0.3, 0.1, -0.1], [0.3, 0.3, -0.3], [0.1, 0.1, 0.3], [-0.4, 0.1, 0.2], [-0.2, 0.1, 0.1], [0.3, 0.1, -0.3], [0.1, 0.0, -0.4], [0.0, 0.1, 0.3], [0.7, -0.6, -0.5], [-0.5, 0.3, 0.3], [-0.2, -0.1, -0.1], [-0.1, 0.0, 0.0], [0.1, 0.2, -0.1], [0.0, 0.1, 0.0], [0.0, 0.0, 0.0], [-0.1, -0.1, 0.0], [0.4, 0.1, -0.1], [-0.3, -0.3, -0.1], [0.1, -0.1, 0.3], [0.0, 0.3, 0.1], [0.0, 0.1, 0.0], [0.0, 0.0, 0.0], [-0.1, 0.2, 0.0], [-0.5, -0.2, 0.3], [-0.2, -0.2, 0.0], [-0.2, -0.1, 0.2], [0.9, 0.4, -0.6], [0.0, 0.0, 0.0], [0.0, 0.0, 0.0], [0.0, 0.1, 0.1], [0.0, 0.0, 0.0], [-0.4, 0.0, 0.2], [0.2, -0.2, 0.0], [0.1, 0.3, -0.5], [0.0, -0.2, 0.2], [0.0, 0.0, 0.2], [0.0, 0.0, 0.0], [0.0, 0.0, 0.0], [0.1, 0.2, 0.0], [0.0, 0.2, -0.1], [0.1, -0.2, 0.2], [-0.5, -0.3, -0.5], [0.2, 0.0, 0.4], [0.0, 0.0, 0.0], [0.0, 0.0, -0.2], [0.0, 0.0, -0.1], [-0.1, 0.0, 0.0]]
}

{
  "formula": "C5H3N3",
  "method": "wB97M-V/def2-TZVPD",
  "energy_ha": -356.31531,
  "relative_energy_kj_mol": 674.1,
  "lumo_energy_ha": [-0.042, -0.042],
  "gap_ev": [7.38, 7.38],
  "homo_energy_ha": [-0.313, -0.313],
  "molar_mass_da": 105.100,
  "symbols": ["C", "C", "C", "C", "C", "N", "N", "N", "H", "H", "H"],
  "xyz": [[0.998672, 0.297277, 1.935145], [-1.608238, -1.237193, 0.577489], [-1.087441, 0.122880, 0.713244], [-0.883054, 0.246217, -0.870701], [0.622683, 0.655855, -0.611778], [1.682515, 0.484781, 2.831199], [-1.189082, -1.096056, -0.638817], [0.291996, 0.351383, 0.835449], [-1.987984, -2.107218, 1.178189], [1.344530, -0.069450, -1.045965], [0.866711, 1.678171, -0.809030]],
  "forces_ev_per_angstrom": [[0.6, 0.4, -0.2], [-1.4, -1.3, 1.4], [1.9, -0.5, -2.9], [-1.4, 1.4, 0.1], [-1.3, -2.3, 0.7], [0.8, -0.3, 1.3], [1.3, -0.3, 0.3], [-0.6, 0.6, -0.4], [0.4, 1.3, -0.9], [-0.3, 0.5, 0.6], [0.0, 0.5, 0.0]]
}